DFT (wB97M-V/def2-TZVPD) results for a cluster of 2 separate species, C2H7NO2 in total at a distorted geometry.

```
12
C2H7NO2, DFT wB97M-V/def2-TZVPD
O -0.530 0.686 -1.472
C -0.227 1.163 -0.398
C 0.088 0.212 0.751
N -0.935 0.087 1.759
H -0.008 2.236 -0.317
H 0.420 -0.783 0.395
H 0.998 0.780 1.125
H -1.473 -0.763 1.713
H -0.549 0.192 2.684
H 1.404 -0.852 -2.009
H -0.037 -1.366 -1.957
O 0.851 -1.594 -2.274
```

SMILES string   NCC=O.O
E_tot   -7771.59622 eV
2S+1   1
Maximum force   2.304 eV/Å
Energy relative to the best compared isomer or geometry (same formula, charge and spin)   186.2 kJ/mol
Frontier orbital gap   10.204 eV